*a*
A molecular structure, C23H36AsN6O5S5Ti. Source: OMol25; level of theory: ωB97M-V with the def2-TZVPD basis set.

LUMO (spin up / spin down)   0.1412 / 0.1412 Eh
Frontier orbital gap (spin up / spin down)   5.41 / 5.41 eV

Structure (ORCA input):
```
! RIJCOSX wB97M-V def2-TZVPD def2/J DEFGRID3
* xyz -2 2
Ti 0.172 0.498 -0.261
O -4.117 5.010 0.210
C -3.082 4.120 0.175
C -2.055 4.233 -0.756
C -1.060 3.278 -0.728
N -1.076 2.286 0.146
C -2.040 2.186 1.049
C -3.077 3.093 1.112
C -1.770 1.028 1.995
O -2.299 1.001 3.091
O -0.863 0.240 1.525
C 0.138 3.205 -1.658
O 0.398 4.153 -2.393
O 0.781 2.110 -1.529
H -4.005 5.632 -0.515
H -2.010 5.030 -1.490
H -3.849 2.995 1.861
S -0.696 -3.634 -2.914
As -0.975 -2.372 -1.237
S -1.411 -0.275 -1.886
S 0.972 -1.769 -0.304
S -2.360 -3.014 0.219
C -0.373 -2.849 -7.946
C 0.909 -2.022 -7.909
C 1.913 -2.503 -6.864
C 1.385 -2.471 -5.432
N 0.892 -1.155 -5.053
C 1.721 -0.186 -4.581
S 3.372 -0.431 -4.337
N 1.157 1.000 -4.315
C -0.208 1.381 -4.632
C -0.389 1.725 -6.108
C -1.857 1.955 -6.463
C -2.682 0.670 -6.426
H -1.034 -2.526 -8.754
H -0.928 -2.765 -7.011
H -0.150 -3.909 -8.097
H 0.659 -0.979 -7.700
H 1.384 -2.035 -8.895
H 2.820 -1.897 -6.917
H 2.203 -3.537 -7.087
H 2.164 -2.789 -4.739
H 0.553 -3.158 -5.296
H -0.020 -1.171 -4.606
H 1.722 1.650 -3.793
H -0.444 2.257 -4.028
H -0.898 0.607 -4.308
H 0.006 0.907 -6.717
H 0.205 2.613 -6.338
H -1.922 2.399 -7.461
H -2.285 2.689 -5.770
H -2.237 -0.089 -7.075
H -3.706 0.844 -6.766
H -2.738 0.250 -5.421
C 2.991 -2.094 3.539
C 1.588 -1.609 3.243
N 1.671 -0.287 2.638
C 2.540 -0.041 1.612
N 2.203 0.842 0.712
C 3.184 1.237 -0.307
C 4.609 0.884 0.067
C 4.621 -0.565 0.500
N 3.745 -0.711 1.653
C 3.793 -2.039 2.255
H 2.970 -3.119 3.915
H 3.457 -1.456 4.296
H 0.992 -1.522 4.151
H 1.077 -2.301 2.564
H 0.750 0.099 2.446
H 3.072 2.305 -0.491
H 2.950 0.738 -1.254
H 4.969 1.510 0.890
H 5.262 1.034 -0.795
H 5.619 -0.889 0.808
H 4.289 -1.210 -0.324
H 4.845 -2.270 2.442
H 3.404 -2.780 1.544
*
```

Mulliken charges, unit e, in atom order:
1. Ti 0.111
2. O -0.569
3. C 1.193
4. C -0.477
5. C -0.075
6. N 0.046
7. C 0.341
8. C -0.749
9. C 0.260
10. O -0.754
11. O -0.444
12. C 0.121
13. O -0.808
14. O 0.013
15. H 0.286
16. H 0.401
17. H 0.509
18. S -0.576
19. As 0.334
20. S -0.420
21. S -0.280
22. S -0.601
23. C -1.322
24. C 0.301
25. C -0.597
26. C -1.243
27. N 0.411
28. C -0.137
29. S -0.459
30. N 0.154
31. C -0.047
32. C 0.270
33. C -0.640
34. C -0.916
35. H 0.360
36. H 0.295
37. H 0.368
38. H -0.326
39. H 0.361
40. H 0.266
41. H 0.438
42. H 0.335
43. H 0.319
44. H 0.206
45. H 0.271
46. H 0.009
47. H -0.330
48. H -0.354
49. H 0.255
50. H 0.368
51. H 0.322
52. H 0.131
53. H 0.393
54. H 0.247
55. C -0.757
56. C -0.597
57. N -0.184
58. C -0.078
59. N -0.145
60. C -0.321
61. C -0.925
62. C -0.739
63. N 0.164
64. C -0.542
65. H 0.391
66. H 0.317
67. H 0.396
68. H 0.261
69. H 0.518
70. H 0.310
71. H 0.153
72. H 0.339
73. H 0.435
74. H 0.379
75. H 0.362
76. H 0.358
77. H 0.331

---

*b*
A molecular structure, C23H36AsN6O5S5Ti. Source: OMol25; level of theory: ωB97M-V with the def2-TZVPD basis set.

LUMO (spin up / spin down)   0.1394 / 0.1393 Eh
Frontier orbital gap (spin up / spin down)   4.77 / 5.10 eV

Structure (ORCA input):
```
! RIJCOSX wB97M-V def2-TZVPD def2/J DEFGRID3
* xyz -2 2
Ti 0.193 -0.242 -0.215
O -3.314 4.338 1.641
C -2.499 3.334 1.172
C -1.907 3.389 -0.063
C -1.118 2.308 -0.475
N -0.946 1.261 0.378
C -1.539 1.206 1.590
C -2.335 2.210 2.031
C -1.210 -0.124 2.272
O -1.836 -0.510 3.241
O -0.250 -0.745 1.647
C -0.561 2.003 -1.796
O -0.697 2.694 -2.799
O -0.009 0.788 -1.798
H -3.334 5.035 0.978
H -2.046 4.237 -0.729
H -2.830 2.163 2.992
S 4.471 -1.741 0.791
As 3.142 -0.730 -0.520
S 2.098 0.947 0.515
S 1.411 -2.077 -1.046
S 4.117 -0.052 -2.293
C -2.598 1.082 -8.163
C -2.613 -0.171 -7.287
C -3.301 0.050 -5.939
C -2.424 0.774 -4.918
N -1.078 0.237 -4.747
C -0.786 -1.012 -4.248
S -1.953 -2.166 -3.826
N 0.514 -1.236 -4.118
C 1.602 -0.507 -4.750
C 2.080 -1.211 -6.017
C 2.966 -0.315 -6.879
C 2.179 0.791 -7.589
H -2.072 0.905 -9.105
H -2.098 1.914 -7.656
H -3.618 1.398 -8.405
H -1.588 -0.503 -7.105
H -3.123 -0.978 -7.817
H -3.596 -0.909 -5.526
H -4.209 0.656 -6.073
H -2.951 0.810 -3.960
H -2.273 1.802 -5.246
H -0.468 0.930 -4.327
H 0.763 -1.996 -3.507
H 2.407 -0.423 -4.022
H 1.281 0.502 -4.992
H 1.208 -1.536 -6.597
H 2.631 -2.112 -5.729
H 3.468 -0.930 -7.632
H 3.747 0.131 -6.252
H 1.348 0.364 -8.161
H 2.815 1.350 -8.281
H 1.758 1.506 -6.877
C -5.418 -0.024 -1.534
C -4.229 0.901 -1.372
N -3.045 0.076 -1.411
C -2.905 -1.071 -0.702
N -1.709 -1.544 -0.484
C -1.601 -2.894 0.098
C -2.835 -3.731 -0.169
C -4.028 -2.973 0.358
N -4.082 -1.685 -0.317
C -5.373 -1.012 -0.385
H -5.305 -0.564 -2.479
H -6.366 0.520 -1.533
H -4.304 1.455 -0.428
H -4.167 1.632 -2.176
H -2.184 0.433 -1.781
H -1.434 -2.807 1.170
H -0.730 -3.367 -0.332
H -2.749 -4.710 0.307
H -2.946 -3.867 -1.250
H -3.943 -2.843 1.444
H -4.961 -3.496 0.150
H -5.578 -0.483 0.556
H -6.141 -1.777 -0.505
*
```

Mulliken charges, unit e, in atom order:
1. Ti 0.095
2. O -0.603
3. C 1.149
4. C -0.990
5. C -0.550
6. N 0.648
7. C 0.083
8. C -0.720
9. C 0.560
10. O -0.771
11. O -0.285
12. C 0.633
13. O -0.837
14. O 0.368
15. H 0.282
16. H 0.410
17. H 0.562
18. S -0.632
19. As 0.285
20. S -0.467
21. S -0.765
22. S -0.641
23. C -1.315
24. C 0.068
25. C -0.761
26. C -0.172
27. N 0.265
28. C -0.164
29. S -0.476
30. N 0.035
31. C 0.405
32. C -0.472
33. C -0.610
34. C -1.038
35. H 0.376
36. H 0.283
37. H 0.343
38. H -0.186
39. H 0.393
40. H 0.233
41. H 0.535
42. H -0.499
43. H 0.518
44. H -0.023
45. H 0.258
46. H -0.494
47. H 0.007
48. H 0.241
49. H 0.311
50. H 0.387
51. H 0.311
52. H 0.227
53. H 0.384
54. H 0.266
55. C -0.641
56. C -0.548
57. N 1.547
58. C -0.789
59. N 1.048
60. C -0.921
61. C -0.678
62. C -0.713
63. N 0.381
64. C -0.725
65. H 0.284
66. H 0.405
67. H 0.142
68. H 0.305
69. H -1.049
70. H 0.300
71. H 0.224
72. H 0.417
73. H 0.189
74. H 0.263
75. H 0.442
76. H 0.211
77. H 0.455

---

Name the least stable of them. *b*.

---

*a*
9 unconnected molecules or ions with the total composition C36H53N9. Source: OMol25; level of theory: ωB97M-V with the def2-TZVPD basis set.

SMILES string   c1cc[nH]c1.c1cc[nH]c1.c1cc[nH]c1.c1cc[nH]c1.c1cc[nH]c1.CCCC#N.CCCC#N.CCCC#N.CCCC#N
LUMO   0.0069 Eh
Frontier orbital gap   8.34 eV

Structure (ORCA input):
```
! RIJCOSX wB97M-V def2-TZVPD def2/J DEFGRID3
* xyz 0 1
C 13.418 18.446 -0.038
C 14.494 18.721 1.072
C 14.168 17.946 2.389
C 15.135 18.173 3.441
N 15.890 18.253 4.321
H 12.384 18.569 0.286
H 13.543 17.554 -0.652
H 13.698 19.167 -0.806
H 14.633 19.798 1.159
H 15.483 18.423 0.722
H 14.197 16.882 2.157
H 13.246 18.264 2.876
C 6.090 21.952 4.352
C 5.927 21.982 2.839
C 6.879 21.054 2.077
C 6.466 19.687 2.401
N 6.189 18.599 2.574
H 5.676 21.029 4.757
H 5.451 22.731 4.768
H 7.118 22.178 4.636
H 6.216 22.969 2.478
H 4.923 21.892 2.423
H 7.923 21.167 2.369
H 6.751 21.295 1.022
C 9.885 30.846 -0.019
C 9.659 29.443 -0.687
C 9.773 29.523 -2.111
C 11.037 29.969 -2.647
N 12.050 30.276 -3.111
H 9.964 30.692 1.057
H 9.091 31.577 -0.170
H 10.849 31.262 -0.315
H 8.759 28.907 -0.385
H 10.397 28.747 -0.286
H 8.946 30.071 -2.561
H 9.586 28.523 -2.502
C 3.979 29.553 4.439
C 2.474 29.917 4.426
C 2.072 31.351 3.901
C 2.639 31.640 2.525
N 3.102 31.820 1.506
H 4.153 28.477 4.419
H 4.468 29.924 5.339
H 4.330 29.752 3.426
H 2.020 29.688 5.391
H 2.052 29.178 3.746
H 2.529 32.175 4.450
H 0.990 31.471 3.846
N 9.793 19.461 -7.707
C 10.111 20.615 -6.977
C 9.711 20.414 -5.685
C 9.080 19.234 -5.586
C 9.090 18.683 -6.804
H 9.905 19.410 -8.710
H 10.528 21.394 -7.598
H 9.804 21.087 -4.846
H 8.684 18.777 -4.691
H 8.772 17.720 -7.178
N 4.103 15.332 9.513
C 4.745 14.771 10.580
C 6.052 14.520 10.235
C 6.182 14.795 8.853
C 5.003 15.361 8.463
H 3.270 15.902 9.537
H 4.177 14.812 11.498
H 6.765 14.082 10.917
H 7.092 14.635 8.293
H 4.722 15.941 7.596
N 1.644 24.316 -1.690
C 1.999 23.147 -2.288
C 3.333 23.318 -2.835
C 3.759 24.598 -2.464
C 2.743 25.163 -1.667
H 0.690 24.595 -1.507
H 1.389 22.259 -2.361
H 3.848 22.572 -3.421
H 4.710 24.985 -2.798
H 2.705 26.121 -1.169
N 6.760 28.107 10.236
C 5.832 27.144 10.593
C 5.001 27.699 11.607
C 5.554 29.008 11.878
C 6.565 29.240 10.992
H 7.436 28.028 9.489
H 5.839 26.142 10.189
H 4.188 27.201 12.115
H 5.245 29.762 12.587
H 7.212 30.099 10.899
N 1.609 21.759 14.288
C 1.792 21.847 12.910
C 2.960 21.281 12.480
C 3.549 20.789 13.631
C 2.693 20.978 14.702
H 0.808 22.039 14.837
H 0.980 22.292 12.355
H 3.321 21.266 11.462
H 4.411 20.139 13.646
H 2.780 20.697 15.742
*
```

Mulliken charges, unit e, in atom order:
1. C -1.105
2. C -0.488
3. C -0.278
4. C 0.117
5. N -0.419
6. H 0.306
7. H 0.332
8. H 0.327
9. H 0.362
10. H 0.309
11. H 0.258
12. H 0.277
13. C -1.043
14. C -0.528
15. C -0.382
16. C 0.206
17. N -0.407
18. H 0.339
19. H 0.312
20. H 0.295
21. H 0.298
22. H 0.346
23. H 0.279
24. H 0.283
25. C -1.093
26. C -0.478
27. C -0.438
28. C 0.308
29. N -0.423
30. H 0.312
31. H 0.315
32. H 0.343
33. H 0.333
34. H 0.280
35. H 0.282
36. H 0.259
37. C -1.082
38. C -0.475
39. C -0.310
40. C 0.141
41. N -0.396
42. H 0.316
43. H 0.298
44. H 0.331
45. H 0.348
46. H 0.277
47. H 0.246
48. H 0.307
49. N -0.030
50. C -0.504
51. C -0.361
52. C -0.337
53. C -0.461
54. H 0.218
55. H 0.360
56. H 0.367
57. H 0.379
58. H 0.369
59. N -0.029
60. C -0.395
61. C -0.378
62. C -0.399
63. C -0.528
64. H 0.249
65. H 0.360
66. H 0.378
67. H 0.376
68. H 0.365
69. N -0.062
70. C -0.474
71. C -0.280
72. C -0.366
73. C -0.591
74. H 0.234
75. H 0.374
76. H 0.388
77. H 0.387
78. H 0.391
79. N -0.014
80. C -0.494
81. C -0.413
82. C -0.356
83. C -0.399
84. H 0.200
85. H 0.364
86. H 0.384
87. H 0.370
88. H 0.358
89. N -0.030
90. C -0.434
91. C -0.360
92. C -0.393
93. C -0.480
94. H 0.210
95. H 0.369
96. H 0.391
97. H 0.365
98. H 0.362

---

*b*
9 unconnected molecules or ions with the total composition C36H53N9. Source: OMol25; level of theory: ωB97M-V with the def2-TZVPD basis set.

SMILES string   c1cc[nH]c1.c1cc[nH]c1.c1cc[nH]c1.c1cc[nH]c1.c1cc[nH]c1.CCCC#N.CCCC#N.CCCC#N.CCCC#N
LUMO   0.0073 Eh
Frontier orbital gap   8.52 eV

Structure (ORCA input):
```
! RIJCOSX wB97M-V def2-TZVPD def2/J DEFGRID3
* xyz 0 1
C 6.590 1.350 -1.374
C 6.338 2.648 -2.185
C 6.201 2.555 -3.694
C 7.379 2.143 -4.443
N 8.343 1.774 -4.987
H 6.511 1.464 -0.293
H 7.609 0.975 -1.471
H 5.941 0.532 -1.686
H 7.106 3.400 -2.006
H 5.404 3.103 -1.852
H 5.904 3.506 -4.135
H 5.394 1.876 -3.969
C -5.172 -4.770 3.364
C -5.337 -4.444 1.816
C -6.426 -3.339 1.715
C -7.897 -3.761 1.843
N -8.993 -4.053 1.953
H -4.609 -5.654 3.665
H -6.126 -4.868 3.881
H -4.858 -3.814 3.783
H -5.594 -5.268 1.152
H -4.423 -4.140 1.305
H -6.337 -2.968 0.694
H -6.243 -2.504 2.391
C -5.821 3.532 -6.812
C -5.995 5.047 -6.442
C -5.799 6.055 -7.601
C -4.407 6.138 -8.091
N -3.311 6.133 -8.441
H -6.660 3.080 -7.342
H -5.800 2.880 -5.939
H -4.950 3.320 -7.432
H -5.275 5.386 -5.697
H -6.924 5.231 -5.902
H -6.262 7.001 -7.318
H -6.398 5.954 -8.506
C -0.487 -4.882 -7.949
C -0.697 -5.491 -9.327
C -0.515 -4.373 -10.323
C 0.785 -3.785 -10.384
N 1.867 -3.313 -10.431
H -1.224 -5.261 -7.240
H -0.741 -3.823 -7.895
H 0.520 -4.874 -7.532
H -1.757 -5.746 -9.335
H -0.073 -6.350 -9.574
H -1.366 -3.706 -10.458
H -0.519 -4.819 -11.318
N -0.056 0.809 0.263
C -0.667 2.043 0.133
C -1.329 2.068 -1.006
C -1.019 0.914 -1.696
C -0.310 0.133 -0.900
H 0.444 0.488 1.080
H -0.663 2.779 0.923
H -1.876 2.962 -1.268
H -1.401 0.727 -2.689
H 0.158 -0.828 -1.053
N 3.773 -2.316 5.404
C 2.566 -1.682 5.819
C 2.867 -0.379 6.235
C 4.242 -0.177 6.067
C 4.790 -1.350 5.517
H 3.773 -3.193 4.904
H 1.637 -2.229 5.748
H 2.101 0.331 6.509
H 4.847 0.663 6.376
H 5.755 -1.531 5.067
N -3.988 2.927 9.039
C -3.934 3.374 7.707
C -3.098 4.420 7.644
C -2.550 4.695 8.895
C -3.064 3.683 9.767
H -4.455 2.140 9.468
H -4.503 2.859 6.947
H -2.806 5.011 6.789
H -1.761 5.407 9.085
H -2.739 3.492 10.779
N 2.728 -9.456 4.352
C 1.446 -9.848 4.030
C 1.184 -9.107 2.854
C 2.312 -8.335 2.487
C 3.277 -8.610 3.386
H 3.176 -9.732 5.214
H 0.900 -10.519 4.676
H 0.321 -9.074 2.206
H 2.404 -7.742 1.589
H 4.236 -8.132 3.523
N 4.184 6.532 3.728
C 3.550 7.659 3.216
C 4.364 8.268 2.417
C 5.558 7.611 2.383
C 5.514 6.547 3.267
H 3.829 5.850 4.383
H 2.561 8.029 3.442
H 4.139 9.073 1.733
H 6.399 7.762 1.723
H 6.287 5.901 3.656
*
```

Mulliken charges, unit e, in atom order:
1. C -1.109
2. C -0.338
3. C -0.469
4. C 0.232
5. N -0.422
6. H 0.331
7. H 0.326
8. H 0.303
9. H 0.284
10. H 0.274
11. H 0.295
12. H 0.292
13. C -1.088
14. C -0.371
15. C -0.546
16. C 0.240
17. N -0.391
18. H 0.314
19. H 0.321
20. H 0.311
21. H 0.323
22. H 0.296
23. H 0.281
24. H 0.310
25. C -1.067
26. C -0.439
27. C -0.533
28. C 0.267
29. N -0.397
30. H 0.307
31. H 0.320
32. H 0.324
33. H 0.290
34. H 0.339
35. H 0.306
36. H 0.284
37. C -1.223
38. C -0.230
39. C -0.602
40. C 0.296
41. N -0.447
42. H 0.354
43. H 0.343
44. H 0.335
45. H 0.227
46. H 0.316
47. H 0.356
48. H 0.276
49. N -0.014
50. C -0.413
51. C -0.260
52. C -0.409
53. C -0.570
54. H 0.192
55. H 0.356
56. H 0.372
57. H 0.379
58. H 0.366
59. N -0.048
60. C -0.438
61. C -0.413
62. C -0.363
63. C -0.465
64. H 0.233
65. H 0.369
66. H 0.381
67. H 0.387
68. H 0.358
69. N -0.034
70. C -0.571
71. C -0.226
72. C -0.357
73. C -0.457
74. H 0.211
75. H 0.363
76. H 0.364
77. H 0.364
78. H 0.344
79. N -0.010
80. C -0.544
81. C -0.320
82. C -0.322
83. C -0.466
84. H 0.203
85. H 0.353
86. H 0.358
87. H 0.390
88. H 0.359
89. N -0.048
90. C -0.474
91. C -0.354
92. C -0.298
93. C -0.466
94. H 0.193
95. H 0.350
96. H 0.369
97. H 0.372
98. H 0.357

---

Name the least stable of them. *b*.

---

*a*
2 unconnected molecules or ions with the total composition CH6N3O2. Source: OMol25; level of theory: ωB97M-V with the def2-TZVPD basis set.

LUMO (spin up / spin down)   -0.2177 / -0.2177 Eh
Frontier orbital gap (spin up / spin down)   8.10 / 8.10 eV

Structure (ORCA input):
```
! RIJCOSX wB97M-V def2-TZVPD def2/J DEFGRID3
* xyz 1 1
C -0.139 1.400 -0.483
N -1.088 -0.935 -0.641
N 0.614 0.824 0.431
N -0.013 -1.605 -0.487
O 0.353 1.169 1.659
O 1.473 -0.009 0.157
H -0.929 2.063 -0.157
H -0.127 1.252 -1.625
H -1.949 -1.144 -0.036
H 0.705 -1.287 -1.203
H 0.121 -2.565 0.057
H 0.980 0.837 2.328
*
```

Mulliken charges, unit e, in atom order:
1. C -0.449
2. N -0.301
3. N 0.784
4. N 0.049
5. O -0.421
6. O -0.657
7. H 0.348
8. H 0.280
9. H 0.286
10. H 0.375
11. H 0.308
12. H 0.399

---

*b*
2 unconnected molecules or ions with the total composition CH6N3O2. Source: OMol25; level of theory: ωB97M-V with the def2-TZVPD basis set.

LUMO   -0.1392 Eh
Frontier orbital gap   11.11 eV

Structure (ORCA input):
```
! RIJCOSX wB97M-V def2-TZVPD def2/J DEFGRID3
* xyz 1 1
C -0.637 -0.361 -0.018
N 1.028 0.745 0.196
N -1.589 0.474 0.098
N 1.963 -0.375 0.032
O -0.324 -1.482 0.003
O -2.917 -0.081 -0.093
H 0.870 1.147 -0.722
H -1.433 1.424 0.444
H 1.476 -1.243 0.060
H 2.701 -0.501 0.878
H 2.408 -0.422 -0.920
H -3.547 0.676 0.043
*
```

Mulliken charges, unit e, in atom order:
1. C 0.601
2. N -0.591
3. N -0.036
4. N -0.219
5. O -0.432
6. O -0.345
7. H 0.285
8. H 0.312
9. H 0.260
10. H 0.413
11. H 0.377
12. H 0.375

---

Name the least stable of them. *a*.